C6H9NS in the gas phase at a distorted geometry, computed with ωB97M-V with the def2-TZVPD basis set.

```
17
Properties=species:S:1:pos:R:3:forces:R:3:mulliken_charge:R:1
C -0.149419 1.557935 -0.258163 0.853 -4.425 1.500 -0.998
C 1.235658 0.754267 0.120909 -1.859 -0.747 0.211 0.008
C 0.996926 -0.737030 0.034223 3.887 -0.067 2.302 0.186
C -0.234683 -1.398464 -0.345386 -2.568 -0.624 -0.586 -0.936
C -1.401512 -0.793795 0.414685 1.025 -0.646 0.560 -0.319
C -1.380573 0.660099 0.386805 2.395 3.573 0.763 -0.127
H -0.043881 2.430258 0.246855 -0.347 2.808 1.662 0.422
H -0.312227 1.801880 -1.299812 0.288 -0.578 -0.262 0.350
H 1.868713 0.852733 1.186923 -1.618 0.859 -3.326 0.298
H 2.893356 -0.111875 -0.987434 -3.667 -0.297 0.072 0.270
H 1.585333 -1.123942 0.980229 -1.093 -0.234 -2.257 0.291
H -0.307905 -2.472273 -0.078094 0.653 0.412 -0.860 0.359
H -0.548627 -1.148313 -1.381676 1.050 -0.818 0.262 0.316
H -1.547103 -1.368627 1.366458 -0.915 1.008 -0.868 0.379
H -1.805891 1.098502 1.278029 0.243 0.412 0.180 0.422
N 1.755290 -0.069795 -1.025446 3.887 0.857 1.509 -0.707
S -2.603449 0.068438 -0.639104 -2.215 -1.494 -0.861 -0.215
```
Positions in Å, forces in eV/Å.

As for the structure (SMILES): C1[C@@H]2S[C@@H]2C[C@@H]2N[C@H]12. As for the spin multiplicity: 1. For the LUMO energy, the calculation gives 0.819 eV.

C23H30N2O3S in the gas phase, computed with ωB97M-V with the def2-TZVPD basis set.

```
59
Properties=species:S:1:pos:R:3:forces:R:3:mulliken_charge:R:1
C -2.854050 1.452390 0.892998 -0.034 -0.129 -0.006 -1.704
C -1.634503 1.757665 0.084172 0.189 0.117 -0.064 1.244
C -0.639581 2.547171 0.631652 -0.021 -0.080 -0.206 -1.093
C 0.482116 2.919043 -0.089398 -0.043 -0.146 -0.153 1.223
C 0.625357 2.475339 -1.407252 0.110 0.229 0.192 0.435
C -0.334219 1.604579 -1.931813 0.011 -0.104 -0.429 1.535
C -1.473338 1.249181 -1.213760 -0.186 -0.087 0.090 0.698
C -2.567624 0.383675 -1.753819 -0.112 -0.119 -0.091 -2.706
H -2.828107 -0.379281 -1.022901 -0.092 -0.038 0.045 0.433
H -3.454874 0.991994 -1.932810 -0.116 0.010 0.009 0.522
H -2.285970 -0.089836 -2.683814 -0.225 -0.050 0.147 0.451
S 0.031112 0.933610 -3.582853 0.541 0.160 -0.490 1.470
O 0.239944 2.026617 -4.489259 -0.054 0.069 0.288 -0.769
O -0.872614 -0.093006 -4.014007 0.127 -0.161 0.279 -0.764
N 1.512290 0.157503 -3.409581 -0.631 0.505 -0.288 -0.241
H 2.196354 0.735006 -2.950121 0.121 0.255 -0.006 0.368
C 1.453681 -1.198891 -2.906007 -0.173 -0.417 0.053 -1.484
C 0.861715 -1.311957 -1.524454 -0.032 -0.265 0.143 0.943
C -0.267908 -2.089753 -1.311211 0.190 0.052 -0.026 -0.939
C -0.823041 -2.194057 -0.049715 0.017 -0.005 0.266 -1.075
C -0.255171 -1.522042 1.024917 -0.136 0.096 -0.286 0.770
C 0.857486 -0.716220 0.811276 -0.008 -0.044 -0.021 -0.089
C 1.413460 -0.622229 -0.450403 0.005 -0.139 0.018 -0.196
H 2.290663 -0.008125 -0.598794 0.095 0.130 -0.017 0.479
H 1.285344 -0.159083 1.631746 0.069 0.050 0.116 0.633
C -0.920296 -1.616376 2.362833 -0.026 -0.063 -0.135 -0.024
O -2.056978 -1.199400 2.522850 -0.227 0.053 -0.050 -0.767
N -0.218694 -2.193924 3.358824 0.047 -0.113 0.208 0.185
C 1.084397 -2.802723 3.243428 0.511 0.027 -0.150 -0.698
H 1.428209 -2.751104 2.210097 -0.055 -0.098 0.145 0.321
C 2.072624 -2.111984 4.185297 -0.094 -0.312 0.053 -0.499
C 1.547056 -2.166811 5.617849 0.027 0.323 -0.073 -0.749
C 0.151001 -1.551564 5.679789 0.028 -0.328 0.002 -0.568
C -0.775800 -2.260322 4.694156 -0.322 0.366 0.269 -0.939
H -1.758805 -1.787517 4.665034 0.115 -0.159 0.027 0.413
H -0.893248 -3.312086 4.981846 -0.020 0.023 -0.021 0.335
H -0.258418 -1.634765 6.687062 -0.038 0.053 0.028 0.337
H 0.205263 -0.492571 5.419981 -0.049 0.065 0.014 0.301
H 2.224079 -1.633091 6.286814 0.025 -0.072 0.052 0.365
H 1.500732 -3.207551 5.947241 0.030 -0.059 0.055 0.317
H 3.044659 -2.601861 4.114759 0.050 0.021 -0.037 0.368
H 2.192317 -1.070567 3.880474 0.045 0.055 -0.064 0.228
H 0.998325 -3.860408 3.526967 0.028 0.030 -0.064 0.401
H -1.702482 -2.799622 0.112234 -0.113 -0.039 0.008 0.428
H -0.718594 -2.608493 -2.143131 -0.071 -0.056 -0.127 0.330
H 2.469494 -1.607280 -2.924414 -0.108 0.073 -0.074 0.455
H 0.836287 -1.754192 -3.613523 0.193 -0.161 0.124 0.394
C 1.794583 2.995736 -2.193742 0.057 0.039 0.003 -2.802
H 1.875064 4.071218 -2.040850 0.087 0.027 -0.034 0.600
H 2.733228 2.556024 -1.848914 0.144 0.001 0.044 0.359
H 1.671176 2.823837 -3.256411 0.217 0.160 0.047 0.373
C 1.511025 3.806544 0.545538 -0.054 -0.013 -0.070 -2.140
H 2.509261 3.382239 0.449579 0.123 0.038 0.021 0.341
H 1.520026 4.788111 0.071896 0.088 0.100 0.005 0.383
H 1.291952 3.942798 1.601497 0.017 0.026 0.063 0.388
H -0.754538 2.904570 1.645560 -0.026 0.058 0.124 0.368
H -3.759416 1.562891 0.301780 -0.125 0.039 -0.024 0.351
H -2.913567 2.119286 1.749597 -0.029 0.038 0.063 0.455
H -2.814378 0.429998 1.270309 -0.087 -0.028 0.006 0.245
```
Positions in Å, forces in eV/Å.

As for the structure (SMILES): Cc1cc(C)c(C)c(S(=O)(=O)NCc2ccc(C(=O)N3CCCCC3)cc2)c1C. As for the spin multiplicity: 1. For the LUMO energy, the calculation gives 0.481 eV.

Q: What is the spin multiplicity in the first record?
A: 1

Q: Which formula does entry 1 have?
A: C6H9NS

Q: Number 2 is which compound?
A: C23H30N2O3S